## P
Here is one molecule with the formula C3H4O from OMol25. Energies are from the ωB97M-V functional and the def2-TZVPD basis.

Its SMILES is C=CC=O. For the LUMO energy, the calculation gives -0.14 eV. Its charge is 0. The value obtained for the orbital gap is 9.82 eV.

Last column: natural (NBO) charge in e.
Cartesian coordinates (Å):
C: 1.026 -0.492 0.060  -0.24
C: 0.187 0.486 -0.065  -0.39
C: -1.145 0.355 0.010  0.36
H: 2.095 -0.428 -0.411  0.20
H: 0.825 -1.716 0.362  0.23
H: 0.438 1.427 -0.294  0.21
H: -1.815 1.147 0.464  0.13
O: -1.612 -0.779 -0.126  -0.51

## Q
Here is C3H4O as an isolated structure from OMol25. Energies are from the ωB97M-V functional and the def2-TZVPD basis.

For the LUMO energy, the calculation gives 0.66 eV. Its charge is 0. The value obtained for the orbital gap is 10.80 eV.

Last column: natural (NBO) charge in e.
Cartesian coordinates (Å):
C: 1.905 1.043 0.112  -0.34
C: 0.933 0.336 0.228  -0.11
C: -0.732 -0.767 0.191  0.06
O: -1.459 -0.464 -0.954  -0.69
H: 2.744 1.602 -0.015  0.22
H: -1.239 -0.524 1.212  0.18
H: -0.560 -1.797 0.173  0.19
H: -1.592 0.570 -0.947  0.49

## R
Here is C3H4O as an isolated structure from OMol25. Energies are from the ωB97M-V functional and the def2-TZVPD basis.

For the LUMO energy, the calculation gives 0.74 eV. Its charge is 0. The value obtained for the orbital gap is 10.34 eV.

Last column: natural (NBO) charge in e.
Cartesian coordinates (Å):
C: 1.801 0.446 -0.025  -0.21
C: 0.666 0.082 -0.156  -0.09
C: -0.684 -0.288 -0.316  -0.10
O: -1.654 0.667 -0.011  -0.67
H: 2.813 0.631 0.097  0.23
H: -0.588 -1.273 0.683  0.13
H: -0.866 -1.009 -1.171  0.23
H: -1.486 0.744 0.899  0.47

## S
Here is a 2-piece molecular cluster, C3H4O overall from OMol25. Energies are from the ωB97M-V functional and the def2-TZVPD basis.

Its SMILES is C#C.C=O. For the LUMO energy, the calculation gives 0.63 eV. Its charge is 0. The value obtained for the orbital gap is 10.64 eV.

Last column: natural (NBO) charge in e.
Cartesian coordinates (Å):
C: 1.909 0.380 -0.419  -0.21
C: 1.965 -0.384 0.505  -0.24
C: -1.948 0.068 0.067  0.26
O: -1.101 0.968 0.236  -0.49
H: 1.911 0.804 -1.370  0.22
H: 1.897 -1.192 1.192  0.23
H: -2.982 0.270 0.124  0.12
H: -1.652 -0.915 -0.334  0.11

Relative calculated energies, zero for the most stable structure, unit kJ/mol: P 0.0; Q 160.3; R 82.0; S 66.8.

## P
Here is a 2-piece molecular cluster, C3H3I overall from OMol25. Energies are from the ωB97M-V functional and the def2-TZVPD basis.

For the LUMO energy (spin up / spin down), the calculation gives -3.42 / -3.42 eV. Its charge is 0. The value obtained for the orbital gap (spin up / spin down) is 5.36 / 5.37 eV.

Last column: natural (NBO) charge in e.
Cartesian coordinates (Å):
C: -0.545 -0.964 0.023  -0.24
C: 0.479 -0.209 -0.026  0.18
C: -0.706 0.644 -0.022  -0.33
I: 3.963 0.103 0.039  -0.26
H: -1.146 -1.836 0.042  0.26
H: -1.041 1.105 -0.941  0.20
H: -1.005 1.156 0.884  0.20

## Q
Here is a 2-piece molecular cluster, C3H3I overall from OMol25. Energies are from the ωB97M-V functional and the def2-TZVPD basis.

For the LUMO energy (spin up / spin down), the calculation gives -3.51 / -3.52 eV. Its charge is 0. The value obtained for the orbital gap (spin up / spin down) is 4.87 / 4.84 eV.

Last column: natural (NBO) charge in e.
Cartesian coordinates (Å):
C: 0.104 0.501 1.182  0.00
C: -0.692 0.304 0.301  -0.13
C: -0.967 -0.036 -0.959  -0.23
I: 2.932 -1.095 -0.167  -0.42
H: 0.214 0.668 2.237  0.24
H: -0.689 0.862 -1.507  0.26
H: -0.901 -1.204 -1.087  0.28

Relative calculated energies, zero for the most stable structure, unit kJ/mol: P 38.6; Q 0.0.

## P
Here is a 4-piece molecular cluster, C5H17NO5 overall from OMol25. Energies are from the ωB97M-V functional and the def2-TZVPD basis.

Its SMILES is CC[C@H](CO)NC=O.O.O.O. For the LUMO energy, the calculation gives 0.50 eV. Its charge is 0. The value obtained for the orbital gap is 10.56 eV.

Last column: natural (NBO) charge in e.
Cartesian coordinates (Å):
C: 2.780 0.189 -0.803  0.54
N: 1.939 -0.560 -1.539  -0.60
C: -1.861 -0.204 -1.371  -0.61
C: -0.381 0.191 -1.255  -0.41
C: 0.575 -1.003 -1.229  -0.09
C: 0.596 -1.796 0.104  -0.06
O: -0.522 -2.649 0.258  -0.72
O: 2.612 0.594 0.331  -0.65
H: 3.688 0.401 -1.360  0.12
H: 2.341 -1.026 -2.336  0.40
H: -2.448 0.709 -1.337  0.23
H: -1.932 -0.707 -2.336  0.21
H: -2.135 -0.880 -0.582  0.19
H: -0.122 0.873 -2.062  0.21
H: -0.222 0.780 -0.345  0.21
H: 0.222 -1.779 -1.911  0.22
H: 1.439 -2.485 0.086  0.18
H: 0.706 -1.133 0.943  0.16
H: -1.274 -2.184 0.638  0.48
H: -1.238 0.567 2.591  0.49
H: -1.894 0.273 1.272  0.46
O: -2.050 0.187 2.219  -0.96
H: -1.765 2.720 1.785  0.48
H: -0.465 2.853 0.959  0.49
O: -1.423 2.838 0.896  -0.96
H: 1.216 1.332 2.814  0.48
H: 1.029 0.638 1.485  0.50
O: 0.587 1.262 2.087  -0.99

## Q
Here is a 4-piece molecular cluster, C5H17NO5 overall from OMol25. Energies are from the ωB97M-V functional and the def2-TZVPD basis.

Its SMILES is CCN(C)CC(=O)O.O.O.O. For the LUMO energy, the calculation gives 0.36 eV. Its charge is 0. The value obtained for the orbital gap is 9.60 eV.

Last column: natural (NBO) charge in e.
Cartesian coordinates (Å):
C: 0.531 2.417 1.699  -0.64
C: 0.057 1.987 0.325  -0.22
N: -0.298 0.525 0.309  -0.46
C: -1.458 0.238 1.179  -0.43
C: -0.503 0.075 -1.073  -0.34
C: -0.375 -1.428 -1.079  0.80
O: 0.837 -1.798 -1.627  -0.73
O: -1.129 -2.280 -0.726  -0.57
H: -0.318 2.497 2.405  0.20
H: 1.070 3.398 1.603  0.22
H: 1.268 1.591 2.119  0.24
H: 0.844 2.138 -0.400  0.19
H: -0.819 2.665 0.014  0.18
H: -1.701 -0.838 1.078  0.23
H: -2.327 0.775 0.971  0.16
H: -1.163 0.440 2.241  0.21
H: 0.264 0.524 -1.743  0.23
H: -1.501 0.300 -1.531  0.23
H: 0.929 -2.775 -1.678  0.51
H: 1.131 -0.391 1.734  0.47
H: 2.428 -1.133 1.556  0.48
O: 1.922 -0.714 2.173  -0.97
H: 3.531 -0.839 -0.434  0.47
H: 2.221 -1.557 -0.591  0.48
O: 3.048 -1.559 -0.106  -0.96
H: -3.485 2.045 -0.596  0.47
H: -3.536 2.205 -2.071  0.47
O: -2.960 2.044 -1.359  -0.94

Relative calculated energies, zero for the most stable structure, unit kJ/mol: P 0.0; Q 64.3.

## P
Here is one molecule with the formula C7H12N2 from OMol25. Energies are from the ωB97M-V functional and the def2-TZVPD basis.

Its SMILES is [H]/N=C(\C)[C@]1(CC)C/C1=N\[H]. For the LUMO energy, the calculation gives 0.86 eV. Its charge is 0. The value obtained for the orbital gap is 9.56 eV.

Last column: natural (NBO) charge in e.
Cartesian coordinates (Å):
C: 0.284 -1.246 -0.697  -0.36
C: 1.271 0.594 1.973  -0.69
C: -1.046 -1.979 -0.637  -0.62
C: -0.653 1.046 -1.194  0.37
C: 0.135 0.253 -0.264  -0.20
C: -0.019 0.406 1.219  0.34
C: 0.858 1.333 -1.044  -0.51
N: -1.735 1.246 -1.753  -0.60
N: -1.174 0.342 1.715  -0.61
H: -1.740 1.885 -2.551  0.35
H: -1.210 0.412 2.729  0.33
H: 0.699 -1.284 -1.706  0.21
H: 1.003 -1.706 -0.015  0.20
H: 1.862 1.408 1.552  0.23
H: 1.870 -0.315 1.898  0.23
H: 1.073 0.802 3.024  0.22
H: 1.170 2.221 -0.512  0.23
H: 1.484 1.059 -1.882  0.22
H: -1.502 -1.843 0.339  0.23
H: -1.730 -1.590 -1.386  0.22
H: -0.896 -3.043 -0.808  0.21

## Q
Here is C7H12N2 as an isolated structure from OMol25. Energies are from the ωB97M-V functional and the def2-TZVPD basis.

For the LUMO energy, the calculation gives 0.98 eV. Its charge is 0. The value obtained for the orbital gap is 9.57 eV.

Last column: natural (NBO) charge in e.
Cartesian coordinates (Å):
C: -0.086 1.549 -0.979  -0.04
C: -0.744 0.317 -1.651  -0.46
C: -0.158 0.238 -0.249  0.04
C: 0.879 -0.883 -0.274  -0.43
C: 0.518 -1.308 1.175  -0.25
C: -1.024 -1.541 1.133  -0.25
C: 0.119 -0.060 1.976  -0.24
H: 1.501 2.465 -0.567  0.37
H: 0.837 2.654 -2.216  0.37
H: -0.991 2.322 -0.853  0.20
H: -1.906 0.008 -1.548  0.22
H: -0.272 -0.418 -2.397  0.22
H: 1.974 -0.561 -0.629  0.25
H: 0.314 -1.672 -0.913  0.20
H: 1.397 -1.798 1.624  0.20
H: -1.192 -2.078 0.140  0.19
H: -1.572 -1.953 2.027  0.23
H: -0.299 -0.234 2.867  0.19
H: 0.497 0.969 1.790  0.19
N: 1.142 1.962 -1.396  -0.81
N: -0.933 0.022 0.939  -0.40

Relative calculated energies, zero for the most stable structure, unit kJ/mol: P 0.0; Q 393.1.

## P
Here is C7H12N2 as an isolated structure from OMol25. Energies are from the ωB97M-V functional and the def2-TZVPD basis.

For the LUMO energy, the calculation gives 1.01 eV. Its charge is 0. The value obtained for the orbital gap is 9.09 eV.

Last column: natural (NBO) charge in e.
Cartesian coordinates (Å):
C: 1.748 -0.204 -1.758  -0.61
C: 0.742 0.240 -0.702  -0.09
C: -0.753 -0.088 -1.022  -0.07
C: -0.319 -1.454 -0.443  -0.24
C: -0.154 -0.242 1.464  -0.08
C: -0.497 0.750 2.561  -0.34
C: -0.893 0.979 1.103  -0.12
H: 1.471 -1.120 -2.271  0.20
H: 2.764 -0.337 -1.341  0.23
H: 1.853 0.496 -2.585  0.21
H: 1.008 1.245 -0.393  0.20
H: -1.106 0.009 -2.050  0.21
H: -1.123 -2.019 0.101  0.20
H: 0.220 -2.082 -1.163  0.21
H: -0.849 -1.072 1.653  0.18
H: 0.257 1.487 2.846  0.22
H: -1.116 0.384 3.334  0.22
H: -0.193 1.777 0.840  0.16
H: -2.121 1.421 -0.507  0.36
N: 0.744 -0.770 0.417  -0.41
N: -1.683 0.599 -0.084  -0.61

## Q
Here is one molecule with the formula C7H12N2 from OMol25. Energies are from the ωB97M-V functional and the def2-TZVPD basis.

Its SMILES is [H]/N=C\[C@](C)(N)C(C)=C=C. For the LUMO energy, the calculation gives 0.84 eV. Its charge is 0. The value obtained for the orbital gap is 9.90 eV.

Last column: natural (NBO) charge in e.
Cartesian coordinates (Å):
C: -1.065 -1.913 -0.412  -0.64
C: -0.893 1.053 -1.501  -0.62
C: -0.078 -0.859 -0.027  -0.06
C: -0.446 0.605 -0.115  0.04
C: 1.145 -1.006 0.430  0.06
N: -1.454 0.911 0.867  -0.84
C: 1.006 1.248 0.261  0.13
C: 2.342 -1.488 0.676  -0.45
N: 1.231 2.047 1.219  -0.62
H: -1.612 1.912 0.929  0.37
H: -1.206 0.560 1.785  0.37
H: 0.541 1.987 1.973  0.32
H: 1.697 1.292 -0.579  0.17
H: -0.711 -2.892 -0.094  0.23
H: -2.032 -1.689 0.038  0.23
H: -1.201 -1.927 -1.495  0.22
H: -0.981 2.139 -1.527  0.22
H: -1.856 0.603 -1.736  0.23
H: -0.169 0.748 -2.253  0.22
H: 2.982 -1.863 -0.110  0.22
H: 2.762 -1.466 1.671  0.22

Relative calculated energies, zero for the most stable structure, unit kJ/mol: P 228.1; Q 0.0.

## P
Here is one molecule with the formula C2H3N3O2S from OMol25. Energies are from the ωB97M-V functional and the def2-TZVPD basis.

Its SMILES is Nc1nc(=S)n(O)o1. For the LUMO energy, the calculation gives 0.25 eV. Its charge is 0. The value obtained for the orbital gap is 8.81 eV.

Last column: natural (NBO) charge in e.
Cartesian coordinates (Å):
C: 0.364 0.737 0.416  0.71
C: -0.375 -0.128 -1.372  0.14
H: 1.026 1.265 2.268  0.42
H: 0.802 2.544 1.123  0.42
H: -0.749 -2.881 -0.250  0.48
N: 0.822 1.594 1.335  -0.77
N: -0.026 1.057 -0.793  -0.57
N: -0.043 -1.218 -0.472  0.08
O: -1.117 -2.007 -0.187  -0.51
O: 0.326 -0.544 0.764  -0.35
S: -1.030 -0.418 -2.830  -0.06

## Q
Here is one molecule with the formula C2H3N3O2S from OMol25. Energies are from the ωB97M-V functional and the def2-TZVPD basis.

Its SMILES is Oc1nc(O)n(S)n1. For the LUMO energy, the calculation gives 0.54 eV. Its charge is 0. The value obtained for the orbital gap is 9.76 eV.

Last column: natural (NBO) charge in e.
Cartesian coordinates (Å):
C: -1.225 -0.552 -0.114  0.59
C: 0.365 0.796 -0.083  0.66
H: -3.071 -0.208 -0.052  0.49
H: 0.600 2.633 -0.242  0.51
H: 2.446 -1.576 1.130  0.12
N: -0.915 0.810 0.057  -0.60
N: 0.868 -0.468 -0.187  -0.40
N: -0.210 -1.353 -0.244  -0.34
O: -2.518 -0.951 -0.048  -0.65
O: 1.173 1.848 -0.113  -0.64
S: 2.486 -0.978 -0.104  0.24

Relative calculated energies, zero for the most stable structure, unit kJ/mol: P 178.7; Q 0.0.

## P
Here is a 2-piece molecular cluster, CH2NO2S overall from OMol25. Energies are from the ωB97M-V functional and the def2-TZVPD basis.

For the LUMO energy (spin up / spin down), the calculation gives 3.66 / 3.66 eV. Its charge is -1. The value obtained for the orbital gap (spin up / spin down) is 6.43 / 6.43 eV.

Last column: natural (NBO) charge in e.
Cartesian coordinates (Å):
C: -1.173 -0.408 0.413  0.52
N: 1.391 0.467 -0.306  -0.58
O: -1.116 0.710 0.695  -0.58
O: 0.815 -0.820 -0.109  -0.66
S: -1.997 -1.803 0.398  -0.29
H: 0.683 1.025 0.253  0.33
H: 1.397 0.827 -1.343  0.27

## Q
Here is an isolated ion of composition CH2NO2S and charge -1 from OMol25. Energies are from the ωB97M-V functional and the def2-TZVPD basis.

For the LUMO energy, the calculation gives 4.29 eV. Its charge is -1. The value obtained for the orbital gap is 7.49 eV.

Last column: natural (NBO) charge in e.
Cartesian coordinates (Å):
C: 0.109 0.388 0.330  -0.10
N: -0.700 1.169 0.885  -0.67
O: 0.848 -1.956 -0.782  -1.05
O: -0.985 -0.739 -1.931  -1.04
S: -0.432 -1.232 -0.614  1.45
H: 1.247 0.610 0.563  0.11
H: -0.087 1.761 1.550  0.30

## R
Here is a 2-piece molecular cluster, CH2NO2S overall from OMol25. Energies are from the ωB97M-V functional and the def2-TZVPD basis.

For the LUMO energy, the calculation gives 3.92 eV. Its charge is -1. The value obtained for the orbital gap is 7.50 eV.

Last column: natural (NBO) charge in e.
Cartesian coordinates (Å):
C: 1.861 0.455 0.387  0.74
N: 1.174 -0.506 0.207  -0.66
O: 2.350 1.516 0.619  -0.66
O: -2.122 0.442 -0.404  -0.99
S: 0.013 -1.835 -0.270  -0.41
H: -2.146 -0.598 -0.322  0.49
H: -1.131 0.527 -0.217  0.48

## S
Here is an isolated ion of composition CH2NO2S and charge -1 from OMol25. Energies are from the ωB97M-V functional and the def2-TZVPD basis.

Its SMILES is NOC([O-])=S. For the LUMO energy, the calculation gives 4.08 eV. Its charge is -1. The value obtained for the orbital gap is 7.12 eV.

Last column: natural (NBO) charge in e.
Cartesian coordinates (Å):
C: 0.078 0.621 0.668  0.68
N: 0.114 -1.032 -1.020  -0.53
O: -1.071 0.399 0.952  -0.68
O: 0.852 0.069 -0.363  -0.41
S: 1.252 1.746 1.772  -0.71
H: -0.627 -0.610 -1.655  0.31
H: -0.598 -1.193 -0.355  0.34

Relative calculated energies, zero for the most stable structure, unit kJ/mol: P 198.2; Q 116.8; R 0.0; S 135.7.

## P
Here is a 2-piece molecular cluster, CH2N2O4S overall from OMol25. Energies are from the ωB97M-V functional and the def2-TZVPD basis.

Its SMILES is O=S(=O)=NO.N=C=O. For the LUMO energy, the calculation gives -0.96 eV. Its charge is 0. The value obtained for the orbital gap is 9.94 eV.

Last column: natural (NBO) charge in e.
Cartesian coordinates (Å):
C: -0.923 -0.586 -0.605  0.84
N: -1.550 -0.957 0.348  -0.77
N: 1.620 0.710 0.791  -0.46
O: 1.510 -1.854 0.559  -0.83
O: 2.782 -0.582 -1.155  -0.83
O: 2.317 1.786 0.277  -0.53
O: -0.517 -0.246 -1.639  -0.53
S: 2.061 -0.618 0.081  2.17
H: -1.215 -1.244 1.341  0.45
H: 2.284 1.865 -0.691  0.48

## Q
Here is a 2-piece molecular cluster, CH2N2O4S overall from OMol25. Energies are from the ωB97M-V functional and the def2-TZVPD basis.

Its SMILES is O=S(=O)=NO.N=C=O. For the LUMO energy (spin up / spin down), the calculation gives -1.76 / -1.76 eV. Its charge is 0. The value obtained for the orbital gap (spin up / spin down) is 8.89 / 8.89 eV.

Last column: natural (NBO) charge in e.
Cartesian coordinates (Å):
C: 1.918 -0.279 0.028  0.85
N: 1.836 -1.160 0.822  -0.72
N: -1.448 0.742 -0.869  -0.42
O: -2.467 -1.375 -0.329  -0.84
O: -1.088 -0.522 1.499  -0.83
O: -0.635 1.776 -0.562  -0.50
O: 1.907 0.363 -0.983  -0.55
S: -1.403 -0.462 0.071  2.10
H: 1.694 -1.253 1.735  0.42
H: -0.314 2.170 -1.412  0.50

Relative calculated energies, zero for the most stable structure, unit kJ/mol: P 0.0; Q 47.7.